(1)
A cluster of 2 separate species, C4H11NO2 in total, computed with the ωB97M-V functional and the def2-TZVPD basis.

For the gap between HOMO and LUMO, the calculation gives 9.84 eV. As for the structure (SMILES): CC(=O)O.CCN. The value obtained for the energy above the lowest of the compared OMol25 structures with the same formula, charge and spin is 1.5038 eV.

```
! wB97M-V def2-TZVPD RIJCOSX def2/J DEFGRID3
* xyz 0 1
O -0.364 -2.337 2.250
O 0.666 -0.990 3.761
N 0.200 -0.297 -3.557
C -0.263 -1.257 2.755
C 0.995 0.610 -2.688
C 0.088 1.259 -1.553
C -1.130 -0.059 2.891
H -0.960 0.551 1.934
H -0.775 0.558 3.685
H -2.202 -0.151 2.882
H 1.832 0.067 -2.260
H 0.736 -1.149 -3.672
H -0.623 2.068 -1.792
H -0.694 -0.595 -3.184
H -0.531 0.451 -1.150
H 1.125 -1.897 3.785
H 1.227 1.461 -3.359
H 0.675 1.708 -0.727
*
```

(2)
A cluster of 2 separate species, C4H11NO2 in total, computed with the ωB97M-V functional and the def2-TZVPD basis.

For the gap between HOMO and LUMO, the calculation gives 10.43 eV. As for the structure (SMILES): CC(=O)O.CCN. The value obtained for the energy above the lowest of the compared OMol25 structures with the same formula, charge and spin is 0.8435 eV.

```
! wB97M-V def2-TZVPD RIJCOSX def2/J DEFGRID3
* xyz 0 1
O 1.746 0.211 2.276
O 0.023 -1.173 3.012
N -2.001 1.300 -3.031
C 0.622 -1.257 0.800
C 0.884 -0.622 2.055
C -0.951 1.316 -2.032
C 0.095 0.255 -2.451
H -0.320 -0.771 -2.241
H -2.730 1.919 -2.695
H 1.082 0.361 -1.949
H 0.239 -0.775 3.870
H -0.481 2.329 -1.956
H 0.186 0.313 -3.536
H -0.185 -2.005 0.800
H -1.279 1.066 -1.048
H 1.472 -1.815 0.372
H 0.378 -0.558 0.006
H -2.405 0.376 -2.954
*
```

(3)
A cluster of 3 separate species, C4H11NO2 in total, computed with the ωB97M-V functional and the def2-TZVPD basis.

For the gap between HOMO and LUMO, the calculation gives 10.26 eV. As for the structure (SMILES): C/C=N/C.C=O.O. The value obtained for the energy above the lowest of the compared OMol25 structures with the same formula, charge and spin is 3.9901 eV.

```
! wB97M-V def2-TZVPD RIJCOSX def2/J DEFGRID3
* xyz 0 1
O 1.852 2.179 -0.937
O 1.652 -0.041 -0.534
N -0.836 -1.084 0.266
C -1.752 0.995 -0.531
C -0.952 -2.408 0.818
C -1.852 -0.388 0.005
C 2.838 1.962 -0.200
H -1.993 -2.722 0.968
H 2.567 0.125 0.098
H -2.867 -0.779 0.177
H 0.819 -0.435 -0.184
H 2.795 2.330 0.834
H -2.273 1.062 -1.487
H -0.408 -2.436 1.764
H 3.796 1.746 -0.691
H -0.719 1.304 -0.676
H -2.225 1.696 0.159
H -0.442 -3.106 0.151
*
```

(4)
A cluster of 2 separate species, C4H11NO2 in total, computed with the ωB97M-V functional and the def2-TZVPD basis.

For the gap between HOMO and LUMO, the calculation gives 9.57 eV. The value obtained for the energy above the lowest of the compared OMol25 structures with the same formula, charge and spin is 0.8813 eV.

```
! wB97M-V def2-TZVPD RIJCOSX def2/J DEFGRID3
* xyz 0 1
O -0.747 -1.626 2.259
O 0.066 0.485 2.583
N -0.981 0.379 0.311
C -0.350 -0.737 -1.807
C 1.064 1.221 -0.894
C 0.048 -0.796 2.745
C 0.218 -0.007 -0.577
H 1.878 0.793 -1.576
H -0.969 -1.584 -1.562
H 0.927 -1.187 3.309
H -0.965 0.004 -2.402
H -1.430 -0.501 0.486
H -0.517 0.716 1.258
H 0.483 -1.115 -2.435
H 0.598 1.966 -1.537
H 1.533 1.676 -0.007
H 0.782 -0.718 -0.023
H -1.639 1.032 -0.133
*
```

(5)
A cluster of 3 separate species, C4H11NO2 in total, computed with the ωB97M-V functional and the def2-TZVPD basis.

For the gap between HOMO and LUMO, the calculation gives 7.74 eV. As for the structure (SMILES): C=C/C=C/N.O.O. The value obtained for the energy above the lowest of the compared OMol25 structures with the same formula, charge and spin is 3.9034 eV.

```
! wB97M-V def2-TZVPD RIJCOSX def2/J DEFGRID3
* xyz 0 1
O -1.988 -2.528 2.696
O -3.085 1.349 1.523
N 0.361 2.148 -2.714
C 1.190 -0.575 -0.235
C 2.261 -0.824 0.603
C 1.365 0.289 -1.387
C 0.341 0.952 -1.983
H 3.047 -1.435 0.171
H -2.301 1.788 1.878
H 1.268 2.204 -3.167
H -2.658 0.486 1.390
H -0.399 2.120 -3.382
H 2.363 -0.557 1.638
H 0.148 -0.677 0.083
H -2.441 -3.308 3.043
H -1.243 -2.401 3.306
H 2.425 0.451 -1.620
H -0.653 0.517 -1.840
*
```

(6)
A cluster of 2 separate species, C4H11NO2 in total, computed with the ωB97M-V functional and the def2-TZVPD basis.

For the gap between HOMO and LUMO, the calculation gives 9.85 eV. As for the structure (SMILES): CC(C)C(N)=O.O. The value obtained for the energy above the lowest of the compared OMol25 structures with the same formula, charge and spin is 0.0761 eV.

```
! wB97M-V def2-TZVPD RIJCOSX def2/J DEFGRID3
* xyz 0 1
O 2.323 1.857 -1.283
O -0.441 -2.319 0.629
N 0.790 -0.957 -0.655
C -0.388 0.812 1.619
C -1.580 0.857 -0.615
C -0.258 -1.205 0.183
C -1.133 -0.016 0.563
H 0.035 0.221 2.423
H -0.864 0.813 -1.433
H 2.206 1.986 -2.233
H -1.074 1.538 2.049
H 1.049 -0.052 -1.005
H 0.411 1.390 1.148
H -1.695 1.899 -0.328
H -2.527 0.496 -1.001
H 3.101 1.284 -1.229
H -1.999 -0.470 1.032
H 1.352 -1.765 -0.858
*
```

(7)
A cluster of 3 separate species, C4H11NO2 in total, computed with the ωB97M-V functional and the def2-TZVPD basis.

For the gap between HOMO and LUMO, the calculation gives 8.48 eV. As for the structure (SMILES): C=C/C=C/N.O.O. The value obtained for the energy above the lowest of the compared OMol25 structures with the same formula, charge and spin is 2.6059 eV.

```
! wB97M-V def2-TZVPD RIJCOSX def2/J DEFGRID3
* xyz 0 1
O 3.021 1.556 -3.057
O 1.384 0.051 -1.216
N -0.523 1.859 0.552
C -1.302 -0.456 0.912
C -1.724 -2.864 1.232
C -1.569 -1.634 1.760
C -0.801 0.711 1.404
H 3.104 1.490 -3.988
H -0.210 2.679 1.038
H -0.867 1.017 2.414
H -1.990 -3.664 1.875
H 2.177 -0.464 -1.605
H 0.063 1.703 -0.247
H -1.623 -1.483 2.838
H 0.694 -0.628 -1.001
H -1.486 -3.101 0.180
H 2.669 2.480 -2.839
H -1.732 -0.432 -0.186
*
```